1.
# C5H8O3

One molecule with the formula C5H8O3 (ωB97M-V/def2-TZVPD, the OMol25 dataset).

Last column: Mulliken charge in e.
Positions of all 16 atoms, in Å:
O -1.33 0.57 2.15  -0.45
O 0.53 -1.60 1.48  -0.57
O 1.09 -1.81 -0.69  -0.43
C -0.09 0.14 0.02  1.64
C -0.56 0.21 -1.43  -1.73
C -1.29 0.00 1.10  -0.13
C 0.78 1.32 0.44  -1.62
C 0.64 -1.12 0.36  0.21
H 0.29 0.28 -2.10  0.35
H -2.13 -0.57 0.68  0.36
H 1.46 -2.66 -0.38  0.37
H -1.20 1.09 -1.55  0.42
H 0.21 2.25 0.33  0.37
H 1.07 1.22 1.48  0.39
H 1.68 1.37 -0.18  0.41
H -1.13 -0.68 -1.71  0.39

## Properties
total energy	-421.03620	Eh
E_LUMO	0.575	eV
energy above the lowest of the compared OMol25 structures with the same formula, charge and spin	0.5405	eV

2.
# C5H8O4

C5H8O4 as an isolated structure (ωB97M-V/def2-TZVPD, the OMol25 dataset).

Last column: Mulliken charge in e.
Positions of all 17 atoms, in Å:
O 0.17 -1.70 0.05  -0.57
O -2.88 -0.80 0.13  -0.58
O -0.34 1.64 -0.67  -0.61
O 2.83 -0.86 -0.22  -0.55
C 0.36 -0.55 -0.11  0.86
C 1.63 1.30 0.75  -0.46
C -2.23 0.42 0.48  -0.29
C -0.98 0.36 -0.36  -0.65
C 1.70 0.05 -0.09  -0.03
H 0.30 1.14 -1.45  0.41
H 3.55 -0.65 0.84  0.41
H -2.06 0.29 1.50  0.25
H -1.06 0.01 -1.33  0.68
H -2.16 -1.58 0.02  0.36
H -2.93 1.24 0.08  0.27
H 2.58 2.01 1.14  0.23
H 0.66 1.77 0.88  0.29

## Properties
total energy	-496.01382	Eh
E_LUMO	-0.831	eV
energy above the lowest of the compared OMol25 structures with the same formula, charge and spin	7.8596	eV

3.
# C5H8OS

A 2-piece molecular cluster, C5H8OS overall (ωB97M-V/def2-TZVPD, the OMol25 dataset).

Last column: Mulliken charge in e.
Positions of all 15 atoms, in Å:
S 1.61 -2.25 0.03  -0.16
O -0.54 1.38 -1.03  -0.49
C -1.76 0.45 1.47  -0.95
C 1.35 -0.60 -0.46  -0.09
C 1.99 -1.35 -1.51  -0.66
C -0.71 0.02 -0.75  -0.22
C -1.26 -0.33 0.48  0.11
H 3.05 -1.16 -1.60  0.25
H 1.49 -1.76 -2.41  0.25
H 1.84 0.15 0.08  0.35
H -2.07 -0.06 2.30  0.28
H -0.42 1.71 -0.17  0.31
H -1.93 1.57 1.60  0.23
H -1.20 -1.40 0.59  0.31
H -0.75 -0.68 -1.56  0.45

## Properties
total energy	-668.59469	Eh
E_LUMO	0.429	eV
energy above the lowest of the compared OMol25 structures with the same formula, charge and spin	3.9142	eV

4.
# C5H8OS

One molecule with the formula C5H8OS (ωB97M-V/def2-TZVPD, the OMol25 dataset).

Last column: Mulliken charge in e.
Positions of all 15 atoms, in Å:
S 1.41 0.43 -0.46  -0.21
O -1.60 0.08 -0.26  -0.46
C -0.74 -1.08 -0.17  0.02
C -0.17 -0.81 1.20  -0.85
C 0.39 -0.86 -1.19  -0.70
C -0.99 1.19 0.41  -0.53
C 0.28 0.62 0.95  -0.13
H -1.31 -1.99 -0.35  0.39
H -1.68 1.44 1.24  0.30
H -0.88 2.02 -0.32  0.31
H 0.67 -1.45 1.43  0.34
H 0.77 1.13 1.75  0.42
H 0.01 -0.57 -2.19  0.36
H 0.92 -1.81 -1.33  0.39
H -0.94 -0.79 1.98  0.33

## Properties
total energy	-668.72250	Eh
E_LUMO	0.856	eV
energy above the lowest of the compared OMol25 structures with the same formula, charge and spin	0.4365	eV

Number 1: largest force on an atom 0.0449 Eh/bohr. Number 2: largest force on an atom 0.1240 Eh/bohr. Number 3: largest force on an atom 0.1041 Eh/bohr. Number 4: largest force on an atom 0.0398 Eh/bohr.